No. 1
Entry from the Open Molecules 2025 dataset: one molecule with the formula C8H16O2 (ωB97M-V/def2-TZVPD).

As for the multiplicity: 1. As for the highest occupied orbital energy: -10.2 eV. Its gap between HOMO and LUMO is 10.988 eV. Its calculated total energy is -12650.647 eV. The relative energy (zero: lowest compared OMol25 entry of this formula, charge and spin) comes out at 0.735 eV. The structure (SMILES) is CC(=O)O[C@H](C)C(C)(C)C.

Last columns: bonded neighbours and bond lengths (Å).
Geometry (Å):
1 H -1.2649 -2.2659 0.5942  C8 1.086
2 H 2.6050 0.4516 -0.2624  C9 1.090
3 C -0.7442 0.5631 0.5517  C12 1.559, C15 1.532, C19 1.534, C23 1.531
4 H 3.6094 -0.9411 -0.7861  C9 1.091
5 H 0.8066 -0.9309 0.4833  C12 1.101
6 H -0.6261 1.9581 -1.0984  C15 1.085
7 H -0.6971 2.7214 0.4948  C15 1.087
8 C -0.9138 -1.8815 -0.3587  H1 1.086, C12 1.528, H22 1.089, H25 1.085
9 C 2.8804 -0.1914 -1.0982  H2 1.090, H4 1.091, H17 1.092, C24 1.510
10 H -0.8555 1.3316 2.5721  C19 1.087
11 H 0.7330 0.7022 2.1457  C19 1.088
12 C -0.0462 -0.6416 -0.1496  C3 1.559, H5 1.101, C8 1.528, O14 1.440
13 H -2.6967 1.3847 0.9240  C23 1.088
14 O 0.4839 -0.2577 -1.4318  C12 1.440, C24 1.365
15 C -0.2886 1.8870 -0.0702  C3 1.532, H6 1.085, H7 1.087, H20 1.087
16 H -2.6632 -0.3744 0.9774  C23 1.085
17 H 3.3393 0.4208 -1.8775  C9 1.092
18 O 1.7412 -1.8347 -2.4050  C24 1.196
19 C -0.3370 0.5438 2.0310  C3 1.534, H10 1.087, H11 1.088, H26 1.088
20 H 0.7952 1.9715 -0.0590  C15 1.087
21 H -2.5939 0.4683 -0.5753  C23 1.087
22 H -0.3152 -2.6505 -0.8441  C8 1.089
23 C -2.2711 0.4961 0.4621  C3 1.531, H13 1.088, H16 1.085, H21 1.087
24 C 1.6744 -0.8654 -1.7076  C9 1.510, O14 1.365, O18 1.196
25 H -1.7587 -1.6565 -1.0004  C8 1.085
26 H -0.5960 -0.4087 2.4882  C19 1.088



No. 2
Entry from the Open Molecules 2025 dataset: one molecule with the formula CH9N4P in a non-equilibrium geometry (ωB97M-V/def2-TZVPD).

As for the multiplicity: 1. As for the highest occupied orbital energy: -8.0 eV. Its gap between HOMO and LUMO is 8.667 eV. Its calculated total energy is -16430.853 eV. The relative energy (zero: lowest compared OMol25 entry of this formula, charge and spin) comes out at 1.757 eV. The structure (SMILES) is CNP(=N)(N)N.

Last columns: bonded neighbours and bond lengths (Å).
Geometry (Å):
1 H 0.0024 0.6360 -1.9483  N11 1.020
2 N -0.3751 0.9250 1.4359  H3 1.051, P5 1.675, H12 1.084
3 H -0.6852 1.9283 1.3916  N2 1.051
4 N 0.5264 -1.0656 0.0792  P5 1.698, H9 1.005, C10 1.516
5 P -0.8003 -0.0068 0.1105  N2 1.675, N4 1.698, N8 1.958, N11 1.717
6 H 2.7928 -1.0216 0.6234  C10 1.169
7 H 2.2115 -0.4957 -1.0510  C10 1.076
8 N -2.5167 -0.7928 -0.4089  P5 1.958, H14 1.045
9 H 0.2948 -1.5278 -0.7824  N4 1.005
10 C 1.9421 -0.5294 -0.0097  N4 1.516, H6 1.169, H7 1.076, H13 1.154
11 N -0.5777 1.0546 -1.2211  H1 1.020, P5 1.717, H15 1.032
12 H -0.2713 0.6008 2.4651  N2 1.084
13 H 1.8398 0.5301 0.4371  C10 1.154
14 H -2.8342 -1.3002 0.4474  N8 1.045
15 H -1.5493 1.0652 -1.5688  N11 1.032